{"formula": "C33H24AuN2O4P", "method": "ωB97M-V with the def2-TZVPD basis set", "lumo_energy_ev": [0.09, -1.32], "homo_energy_ha": [-0.2185, -0.2865], "spin_multiplicity": 3, "gap_ev": [6.04, 6.47], "species": ["Au", "O", "C", "C", "C", "C", "C", "C", "C", "N", "N", "C", "O", "C", "C", "C", "C", "C", "C", "H", "H", "H", "H", "H", "H", "H", "H", "H", "H", "O", "C", "O", "C", "C", "C", "C", "C", "C", "P", "C", "C", "C", "C", "C", "C", "C", "C", "C", "C", "C", "C", "H", "H", "H", "H", "H", "H", "H", "H", "H", "H", "H", "H", "H", "H"], "positions_angstrom": [[0.33527, 1.31291, 1.47731], [0.17582, 2.69422, 0.01051], [1.20810, 3.19543, -0.62919], [0.89462, 3.97217, -1.76925], [1.86137, 4.53662, -2.56377], [3.21257, 4.37154, -2.25054], [3.54723, 3.63934, -1.14002], [2.58805, 3.01946, -0.31217], [3.14035, 2.22114, 0.75980], [2.49697, 1.42680, 1.52488], [3.02761, 0.64424, 2.47181], [2.13452, -0.04570, 3.15153], [0.85864, 0.09410, 3.06874], [2.64717, -1.06924, 4.09026], [1.78355, -2.08256, 4.50118], [2.23896, -3.07650, 5.35177], [3.55073, -3.05787, 5.80375], [4.40791, -2.04143, 5.40365], [3.96332, -1.05109, 4.54449], [-0.15779, 4.09919, -1.99055], [1.57055, 5.10203, -3.44048], [3.98365, 4.80598, -2.87206], [4.59348, 3.50263, -0.89106], [4.22053, 2.27528, 0.89624], [0.76522, -2.07999, 4.13460], [1.56999, -3.87056, 5.65747], [3.90849, -3.84039, 6.46089], [5.43073, -2.02725, 5.75804], [4.62398, -0.25796, 4.22327], [-1.36908, -2.59643, 2.57709], [-1.79393, -2.39393, 1.50358], [-0.86308, -0.86572, 0.62841], [-2.67291, -2.71028, 0.49168], [-3.63165, -3.76202, 0.65811], [-4.46682, -4.09062, -0.36830], [-4.43128, -3.41350, -1.60805], [-3.54555, -2.36578, -1.78469], [-2.66842, -2.01415, -0.77117], [-1.50430, -0.67897, -0.74783], [-0.34112, -0.82557, -2.12296], [0.44043, 0.25492, -2.52526], [1.26397, 0.13153, -3.63251], [1.31007, -1.06487, -4.33510], [0.54934, -2.14966, -3.92233], [-0.27930, -2.03244, -2.81719], [-2.40237, 0.87170, -0.88597], [-2.64558, 1.46014, -2.12204], [-3.45907, 2.57980, -2.19701], [-4.03858, 3.09920, -1.04830], [-3.80625, 2.50029, 0.18269], [-2.99742, 1.38095, 0.26567], [-3.69013, -4.27333, 1.60978], [-5.19137, -4.88362, -0.23264], [-5.10454, -3.70292, -2.40255], [-3.52647, -1.81862, -2.72083], [0.39517, 1.18929, -1.98163], [1.84847, 0.98136, -3.96103], [1.93203, -1.15117, -5.21684], [0.57655, -3.08119, -4.47214], [-0.88031, -2.86982, -2.48820], [-2.18791, 1.05329, -3.01576], [-3.64328, 3.05162, -3.15387], [-4.67994, 3.96840, -1.11221], [-4.26067, 2.90820, 1.07599], [-2.81634, 0.90140, 1.22236]], "forces_ev_per_angstrom": [[1.0, 0.2, 0.1], [-0.4, -0.2, 0.1], [0.3, 0.0, 0.0], [-0.1, 0.0, 0.1], [0.0, -0.1, 0.0], [0.1, 0.1, -0.1], [0.0, -0.1, 0.1], [-0.2, 0.2, -0.2], [0.3, -0.2, 0.2], [-1.3, 0.4, -0.2], [0.7, -0.5, 0.4], [0.3, 0.5, -0.3], [-0.4, -0.1, -0.3], [-0.1, -0.1, 0.2], [0.0, 0.1, 0.0], [0.0, 0.0, 0.0], [0.0, 0.0, 0.0], [0.1, 0.0, 0.0], [0.0, 0.0, 0.0], [0.0, 0.0, 0.0], [0.0, 0.0, 0.0], [0.0, 0.0, 0.0], [0.0, 0.0, 0.0], [0.0, -0.1, 0.0], [0.0, 0.0, 0.0], [0.0, 0.0, 0.0], [0.0, 0.0, 0.0], [0.0, 0.0, 0.0], [0.0, 0.0, 0.0], [0.1, 0.4, -0.5], [-0.2, -0.5, 0.5], [-0.1, 0.2, 0.1], [0.1, 0.3, -0.6], [0.0, -0.1, 0.2], [0.0, 0.0, -0.1], [-0.1, 0.0, -0.1], [0.1, -0.1, 0.1], [0.1, 0.1, 0.2], [0.1, -0.5, 0.1], [-0.4, 0.0, 0.1], [0.0, 0.0, 0.0], [0.0, 0.1, 0.0], [0.0, -0.1, 0.0], [0.0, 0.0, 0.0], [0.1, 0.0, 0.0], [0.1, -0.2, -0.1], [0.1, 0.1, 0.0], [-0.1, 0.1, -0.1], [0.0, 0.0, 0.0], [0.0, 0.1, 0.0], [0.1, 0.0, 0.1], [0.0, 0.0, 0.0], [0.0, 0.0, 0.1], [0.0, 0.0, 0.0], [0.0, 0.0, 0.0], [0.0, 0.1, 0.0], [0.0, 0.0, 0.0], [0.0, 0.0, 0.0], [0.1, 0.0, 0.0], [0.0, 0.0, -0.1], [0.0, 0.0, 0.0], [0.0, 0.0, 0.0], [0.0, 0.0, 0.0], [0.0, 0.0, 0.0], [0.0, 0.0, 0.0]], "mulliken_charge": [0.93, -1.02, 0.11, -0.08, -0.54, -0.74, -0.85, 0.87, -0.20, 0.27, -0.90, 0.44, -0.71, 0.55, -0.53, -0.57, -0.36, -0.60, -0.28, 0.45, 0.39, 0.41, 0.31, 0.42, 0.46, 0.41, 0.37, 0.38, 0.44, -0.55, 1.07, -0.48, -0.35, -1.08, -0.36, -0.81, -0.15, -0.19, 1.44, 0.08, -0.08, -0.67, -0.54, -0.75, -0.53, 1.00, -0.26, -0.73, -0.48, -0.88, -0.39, 0.45, 0.40, 0.43, 0.43, 0.41, 0.49, 0.39, 0.40, 0.46, 0.43, 0.44, 0.41, 0.42, 0.33]}


{"formula": "C33H24Br2N3O2PSe2Tc", "method": "ωB97M-V with the def2-TZVPD basis set", "lumo_energy_ev": [-6.57, -8.78], "homo_energy_ha": [-0.4740, -0.4667], "spin_multiplicity": 4, "gap_ev": [6.33, 3.92], "total_charge": 2, "species": ["Tc", "Br", "C", "C", "C", "C", "O", "C", "C", "N", "C", "C", "C", "C", "C", "C", "C", "C", "N", "C", "C", "H", "H", "H", "H", "H", "H", "H", "H", "H", "H", "O", "C", "C", "C", "N", "C", "Br", "C", "H", "H", "H", "H", "Se", "P", "Se", "C", "C", "C", "C", "C", "C", "C", "C", "C", "C", "C", "C", "H", "H", "H", "H", "H", "H", "H", "H", "H", "H"], "positions_angstrom": [[-11.03988, -14.99473, -7.44018], [-4.86722, -16.11964, -3.55447], [-6.30282, -15.55171, -4.55755], [-6.31989, -14.20229, -4.99322], [-7.36966, -13.77406, -5.79233], [-8.36075, -14.62017, -6.30125], [-9.26498, -14.03567, -7.08778], [-8.26733, -16.05800, -5.86152], [-9.10517, -17.09907, -6.31711], [-10.11466, -16.83122, -7.17724], [-11.02819, -17.91406, -7.47886], [-10.74901, -19.28026, -7.38582], [-11.80526, -20.17791, -7.83291], [-13.02755, -19.74462, -8.22310], [-13.38619, -18.40110, -8.09496], [-14.68500, -17.86541, -8.46713], [-14.82040, -16.49887, -8.56634], [-13.78604, -15.63452, -8.23321], [-12.52687, -16.11690, -7.93867], [-12.32427, -17.50819, -7.85921], [-7.30073, -16.40151, -4.96633], [-5.63964, -13.50359, -4.50137], [-7.43284, -12.75300, -5.98139], [-8.77295, -18.08712, -6.04142], [-9.71032, -19.61905, -7.30751], [-11.58873, -21.24944, -7.75568], [-13.75951, -20.46975, -8.66160], [-15.49464, -18.52364, -8.71090], [-15.72603, -16.06465, -8.91334], [-13.86977, -14.56785, -8.37331], [-7.34333, -17.42091, -4.53031], [-8.84678, -12.57114, -12.52640], [-9.37270, -13.23297, -11.47039], [-9.26838, -14.63960, -11.30957], [-9.92702, -15.21438, -10.25578], [-10.58891, -14.44791, -9.36966], [-10.68870, -13.09383, -9.43033], [-11.62478, -12.32069, -7.91709], [-9.97276, -12.43590, -10.37840], [-8.47543, -13.24566, -13.10495], [-8.76181, -15.33149, -12.05694], [-10.02146, -16.29801, -10.08028], [-9.96799, -11.33020, -10.50366], [-10.81194, -17.96733, -3.85959], [-11.33896, -15.94980, -3.53835], [-11.92201, -14.62581, -5.22891], [-12.96938, -15.91825, -2.69770], [-13.18372, -15.30999, -1.47624], [-14.46722, -15.13721, -1.00712], [-15.57050, -15.79180, -1.69139], [-15.28086, -16.63001, -2.79267], [-13.99966, -16.53814, -3.36769], [-10.31170, -14.94165, -2.41740], [-9.06139, -15.40342, -1.99682], [-8.14271, -14.63212, -1.28026], [-8.45596, -13.30191, -1.01188], [-9.71572, -12.75422, -1.50228], [-10.63804, -13.57240, -2.17003], [-12.35541, -15.10929, -0.75896], [-14.61138, -14.53326, -0.07789], [-16.57971, -15.67623, -1.27543], [-16.03942, -17.22734, -3.27221], [-13.86716, -16.92754, -4.36480], [-8.82241, -16.45134, -2.14060], [-7.16469, -15.06128, -0.96348], [-7.81311, -12.66353, -0.41864], [-10.04600, -11.77738, -1.20784], [-11.61889, -13.21736, -2.38547]], "forces_ev_per_angstrom": [[2.3, -0.1, 1.6], [0.0, -0.2, 0.3], [0.7, 1.2, -0.3], [-1.3, 0.1, 0.3], [2.1, -0.7, 1.3], [-1.8, 0.0, -1.3], [3.0, -1.5, 2.2], [-0.5, 2.3, -0.6], [-2.4, 0.8, -2.0], [0.1, -1.5, 1.6], [0.9, -0.9, 0.2], [-1.2, 0.7, -1.7], [2.0, -0.2, 1.2], [-1.3, -1.5, -0.1], [-0.6, 1.1, -1.3], [2.0, 0.4, 0.4], [-0.2, -0.6, 0.4], [2.7, -1.7, -0.4], [-4.3, -1.2, -0.7], [-0.9, 2.0, 0.4], [0.1, -1.9, 0.8], [-0.1, -0.1, -0.6], [-0.2, 1.6, -0.6], [-0.5, -0.3, -0.2], [-0.6, -0.1, 0.5], [-0.1, 0.4, -0.5], [0.7, 0.7, 0.8], [-0.2, -0.3, -0.1], [-0.7, 0.2, -0.1], [0.0, 0.1, 0.3], [0.2, 0.6, -0.5], [-0.7, -0.8, 1.5], [0.2, 0.6, 1.5], [0.3, -0.2, -1.6], [-0.7, 0.6, 0.6], [-0.7, 0.2, 0.1], [1.4, -1.3, -0.3], [0.3, -0.6, -1.1], [0.1, 0.8, -2.7], [0.2, 0.1, -0.5], [-0.6, 1.3, 0.9], [0.4, 0.6, -0.2], [0.0, -1.0, 0.2], [0.6, 0.0, -0.4], [-1.0, 0.3, 1.7], [-0.1, 0.3, 0.4], [0.7, -0.3, -0.8], [0.7, 0.0, 1.5], [-1.8, -0.5, -0.2], [1.5, 0.2, 0.7], [0.4, 1.6, 0.5], [-1.3, -0.2, 0.3], [1.2, 1.0, -0.5], [-0.2, -0.6, 0.1], [0.3, 0.6, 0.1], [-1.8, 0.4, -1.0], [0.7, -2.0, 0.7], [1.5, -0.8, 0.6], [-0.6, 0.3, -1.0], [-0.1, -0.8, -0.9], [0.5, -0.2, -0.3], [-0.2, 0.1, 0.0], [0.2, -0.4, 0.0], [0.0, 0.0, -0.3], [-1.0, 0.3, -0.2], [0.1, -0.1, -0.1], [0.2, 0.4, 0.0], [-0.5, 0.4, -0.4]], "mulliken_charge": [-0.29, 0.01, -0.30, -0.39, -0.74, 0.33, -0.09, 0.55, -0.45, 0.91, 0.62, -0.87, -0.87, -0.75, 0.64, -0.67, -0.91, -0.38, 0.57, 0.53, -0.46, 0.44, 0.56, 0.33, 0.45, 0.41, 0.41, 0.54, 0.48, 0.48, 0.42, -0.47, 0.92, -0.62, -0.48, 0.00, 0.33, 0.01, -0.50, 0.32, 0.28, 0.42, 0.45, -0.18, 0.64, -0.22, 0.55, -0.35, -0.57, -0.45, -0.76, -0.49, 0.41, -0.41, -0.69, -0.50, -0.88, -0.38, 0.40, 0.35, 0.39, 0.43, 0.28, 0.40, 0.41, 0.45, 0.45, 0.53]}


{"formula": "C33H24ClN3NiO5S3", "method": "ωB97M-V with the def2-TZVPD basis set", "lumo_energy_ev": [3.86, 3.86], "homo_energy_ha": [-0.0666, -0.1072], "spin_multiplicity": 3, "gap_ev": [5.67, 6.77], "total_charge": -2, "species": ["Ni", "C", "C", "O", "S", "C", "C", "C", "C", "C", "C", "C", "C", "H", "H", "H", "H", "H", "H", "H", "Cl", "C", "H", "H", "O", "C", "N", "C", "C", "O", "N", "C", "C", "C", "C", "C", "C", "C", "C", "C", "C", "C", "C", "H", "H", "H", "H", "H", "H", "H", "H", "H", "H", "H", "O", "S", "O", "N", "C", "S", "C", "C", "C", "C", "C", "C", "H", "H", "H", "H"], "positions_angstrom": [[-0.87354, 0.46408, -0.97272], [4.88218, 6.58936, 2.09737], [4.39452, 7.62958, 3.07464], [5.13354, 8.44866, 3.56969], [2.67693, 7.66431, 3.55356], [1.94773, 6.29956, 2.70566], [1.30894, 6.48186, 1.47834], [0.76557, 5.40547, 0.80332], [0.83337, 4.09935, 1.32766], [1.46402, 3.94162, 2.57476], [2.00598, 5.01896, 3.25143], [0.28860, 2.99073, 0.63243], [-0.18303, 2.03484, 0.03039], [5.70946, 7.02172, 1.53831], [4.10487, 6.22712, 1.42989], [5.25637, 5.73485, 2.66456], [1.25093, 7.47706, 1.05331], [0.27556, 5.54456, -0.15125], [1.52169, 2.94624, 2.99516], [2.49143, 4.87202, 4.20918], [1.40826, 0.78356, -3.25115], [-0.39439, 0.87526, -2.88815], [-0.86149, 0.13554, -3.53958], [-0.71436, 1.86525, -3.20930], [-1.42731, -1.75652, -1.35544], [-0.39568, -2.05700, -0.75900], [0.03822, -3.33955, -0.51788], [1.31855, -3.31947, 0.13889], [1.49282, -1.75849, 0.32130], [2.45972, -1.28665, 0.89674], [0.44884, -1.12519, -0.24369], [2.43660, -3.92988, -0.71553], [2.15716, -5.00446, -1.55361], [3.15655, -5.61095, -2.30099], [4.46224, -5.14985, -2.21924], [4.75033, -4.07971, -1.38448], [3.74986, -3.47592, -0.63426], [1.29808, -4.05383, 1.48472], [0.38959, -5.08517, 1.69573], [0.38545, -5.80512, 2.88270], [1.29537, -5.50083, 3.88430], [2.20436, -4.47104, 3.68226], [2.21164, -3.75553, 2.49245], [-0.38443, -4.11738, -0.98807], [1.14471, -5.37902, -1.64152], [2.91026, -6.44026, -2.95297], [5.24415, -5.61374, -2.80809], [5.76275, -3.69924, -1.32178], [3.96974, -2.62961, 0.00189], [-0.34385, -5.31962, 0.93491], [-0.33686, -6.59999, 3.02531], [1.29011, -6.05446, 4.81547], [2.91340, -4.21453, 4.46038], [2.90831, -2.94308, 2.33881], [-5.21825, 1.05042, -5.22476], [-5.21200, 0.09495, -4.14585], [-5.39550, -1.29013, -4.49248], [-3.92259, 0.30279, -3.17820], [-4.25204, 0.75119, -1.98906], [-3.22765, 1.12929, -0.70770], [-5.74988, 0.93644, -1.81032], [-6.44754, 1.38231, -0.70160], [-7.83429, 1.45128, -0.77787], [-8.50739, 1.07754, -1.93985], [-7.80404, 0.63187, -3.05140], [-6.42716, 0.57767, -2.95167], [-5.90447, 1.66154, 0.19231], [-8.40087, 1.79833, 0.07794], [-9.58906, 1.13282, -1.97540], [-8.31110, 0.33621, -3.96091]], "forces_ev_per_angstrom": [[0.2, 0.4, -0.3], [-0.1, 0.0, 0.0], [0.0, 0.0, 0.0], [0.0, 0.0, 0.0], [0.1, 0.0, 0.0], [-0.1, -0.1, -0.1], [0.0, 0.0, 0.0], [0.0, -0.1, 0.0], [0.0, 0.1, 0.0], [0.0, 0.0, 0.0], [0.0, 0.0, 0.0], [-0.1, 0.0, 0.0], [0.1, 0.1, 0.2], [0.0, 0.0, 0.0], [0.0, 0.0, 0.0], [0.0, 0.0, 0.0], [0.0, 0.0, 0.0], [0.0, 0.0, 0.0], [0.0, 0.0, 0.0], [0.0, 0.0, 0.0], [-0.1, 0.0, 0.0], [-0.2, -0.3, 0.1], [0.1, 0.0, -0.1], [0.1, 0.1, 0.0], [-0.1, -0.1, 0.0], [-0.1, 0.0, -0.1], [-0.1, 0.0, 0.1], [0.1, -0.1, 0.0], [-0.1, 0.2, -0.1], [0.0, 0.0, 0.1], [0.1, -0.3, 0.2], [0.0, 0.0, 0.0], [0.0, 0.0, 0.0], [0.0, 0.0, 0.0], [0.0, 0.0, 0.0], [0.0, 0.0, 0.0], [0.0, 0.0, 0.0], [0.0, 0.0, -0.1], [-0.1, 0.0, 0.0], [0.0, 0.0, 0.0], [0.0, 0.0, 0.0], [0.0, 0.0, 0.0], [0.1, -0.1, 0.0], [0.0, 0.1, -0.1], [0.0, 0.0, 0.0], [0.0, 0.0, 0.0], [0.0, 0.0, 0.0], [0.0, 0.0, 0.0], [0.0, 0.0, 0.0], [0.0, 0.0, 0.0], [0.0, 0.0, 0.0], [0.0, 0.0, 0.0], [0.0, 0.0, 0.0], [0.0, 0.0, 0.0], [0.0, 0.0, -0.1], [0.1, 0.1, 0.1], [0.0, -0.1, -0.1], [0.1, 0.0, 0.1], [-0.2, -0.1, -0.1], [-0.1, 0.0, 0.0], [0.3, 0.0, 0.1], [-0.1, 0.0, 0.1], [0.1, 0.0, 0.0], [0.0, 0.0, 0.0], [0.1, 0.0, 0.0], [-0.2, 0.0, -0.1], [0.0, 0.0, 0.0], [0.0, 0.0, 0.0], [0.0, 0.0, 0.0], [0.0, 0.0, 0.0]], "mulliken_charge": [-0.03, -0.88, 0.62, -0.59, -0.16, -0.41, -0.10, -0.56, 0.79, -0.64, -0.04, -0.35, -0.42, 0.33, 0.30, 0.24, 0.38, 0.45, 0.46, 0.41, -0.35, -0.67, 0.27, 0.33, -0.69, 0.09, 0.08, 2.42, 0.19, -0.76, -0.22, -0.14, -0.28, -0.86, -0.32, -0.85, -0.14, -0.69, -0.25, -0.74, -0.33, -0.81, -0.11, 0.28, 0.20, 0.36, 0.36, 0.37, 0.43, 0.29, 0.36, 0.36, 0.37, 0.39, -0.67, 1.07, -0.66, -0.39, 0.63, -0.42, 0.17, -0.58, -0.56, -0.37, -0.56, 0.09, 0.42, 0.36, 0.35, 0.38]}


Number 1: strongest force on any atom 1.3 eV/A, electronic energy -58759.52590 eV. Number 2: strongest force on any atom 4.5 eV/A, electronic energy -325425.86502 eV. Number 3: strongest force on any atom 0.5 eV/A, electronic energy -135391.35760 eV.